Record 1
This record from the OMol25 dataset describes the molecule C2H4FN. The level of theory is ωB97M-V with the def2-TZVPD basis set.

Computed properties:
Largest force on an atom: 0.0994 Eh/bohr
SMILES string: FN1CC1
2S+1: 1
Kohn-Sham gap: 11.18 eV
Electronic energy: -6342.236 eV

Geometry (Å):
F1 1.00 -0.93 -1.99
N1 1.05 -0.96 -0.60
C1 0.64 0.40 -0.09
C2 -0.50 -0.57 -0.01
H1 0.72 1.22 -0.65
H2 1.21 0.63 0.87
H3 -0.58 -0.93 1.01
H4 -1.11 -0.41 -0.93

Record 2
This record from the OMol25 dataset describes a structure of composition C19H34ClF5O7SSi4Yb. The level of theory is ωB97M-V with the def2-TZVPD basis set.

Computed properties:
Largest force on an atom: 0.0876 Eh/bohr
2S+1: 2
Kohn-Sham gap: 7.39 eV
Charge: -1
Electronic energy: -134571.474 eV

Geometry (Å):
Yb1 -0.05 -0.18 -0.48
C1 -1.68 3.73 -0.05
C2 -2.12 2.27 -0.03
C3 -3.62 2.15 0.21
O1 -1.36 1.53 0.94
C4 -1.73 1.65 -1.42
O2 -2.60 1.46 -2.25
O3 -0.49 1.41 -1.54
H1 -1.91 4.21 0.91
H2 -2.20 4.26 -0.84
H3 -0.61 3.79 -0.23
H4 -3.97 2.94 0.87
H5 -3.88 1.18 0.64
H6 -4.13 2.23 -0.75
H7 -1.68 1.78 1.82
F1 -6.66 -2.49 -1.37
C5 -5.39 -2.24 -1.72
C6 -4.53 -1.56 -0.86
F2 -5.00 -1.11 0.32
C7 -3.22 -1.36 -1.22
F3 -2.40 -0.70 -0.32
C8 -2.64 -1.81 -2.43
S1 -1.00 -1.64 -2.79
C9 -3.56 -2.47 -3.28
F4 -3.14 -2.95 -4.46
C10 -4.88 -2.69 -2.94
F5 -5.70 -3.35 -3.78
O4 -1.14 -2.96 0.20
Cl1 0.02 -2.44 0.80
O5 0.60 -3.36 1.68
O6 0.97 -2.07 -0.22
O7 -0.31 -1.22 1.49
C11 1.09 0.93 3.94
Si1 2.65 0.46 2.91
C12 4.14 1.37 3.73
C13 2.95 -1.40 3.24
Si2 2.24 0.95 0.58
Si3 4.13 0.03 -0.61
C14 5.91 0.76 -0.52
C15 4.35 -1.84 -0.28
C16 3.54 0.14 -2.44
Si4 2.58 3.34 0.45
C17 1.51 4.28 1.76
C18 4.33 4.11 0.70
C19 2.03 3.95 -1.29
H8 1.16 0.63 4.98
H9 0.23 0.43 3.51
H10 0.90 2.00 3.92
H11 4.24 1.16 4.79
H12 4.04 2.44 3.61
H13 5.07 1.07 3.25
H14 2.96 -1.65 4.30
H15 3.89 -1.72 2.82
H16 2.16 -1.99 2.78
H17 6.36 0.54 0.45
H18 5.90 1.84 -0.63
H19 6.57 0.36 -1.28
H20 4.68 -2.03 0.74
H21 5.07 -2.31 -0.95
H22 3.40 -2.34 -0.42
H23 3.51 1.17 -2.79
H24 2.52 -0.26 -2.51
H25 4.17 -0.42 -3.14
H26 2.05 4.37 2.70
H27 0.60 3.72 1.98
H28 1.22 5.28 1.45
H29 4.73 3.84 1.67
H30 4.32 5.20 0.63
H31 5.01 3.75 -0.06
H32 1.21 3.33 -1.66
H33 2.84 3.87 -2.00
H34 1.69 4.99 -1.31

Record 3
This record from the OMol25 dataset describes the molecule C10H18Si. The level of theory is ωB97M-V with the def2-TZVPD basis set.

Computed properties:
Largest force on an atom: 0.0777 Eh/bohr
SMILES string: CC1(C)C=CC=C1[Si](C)(C)C
2S+1: 1
Kohn-Sham gap: 9.27 eV
Electronic energy: -18538.384 eV

Geometry (Å):
C1 -0.42 -1.82 1.26
C2 -0.49 -0.32 1.46
C3 0.69 0.19 2.35
C4 -1.76 0.08 2.15
C5 -2.52 0.97 1.47
C6 -1.85 1.10 0.12
C7 -0.65 0.40 0.11
Si1 0.53 0.26 -1.34
C8 0.04 1.50 -2.65
C9 0.64 -1.61 -2.03
C10 2.26 0.71 -0.79
H1 0.44 -2.10 0.72
H2 -1.27 -2.07 0.71
H3 -0.29 -2.46 2.10
H4 0.51 -0.20 3.31
H5 0.58 1.27 2.42
H6 1.61 -0.09 1.96
H7 -1.84 -0.40 3.10
H8 -3.43 1.39 1.69
H9 -2.26 1.59 -0.72
H10 0.72 1.49 -3.54
H11 -1.04 1.35 -3.05
H12 -0.06 2.50 -2.23
H13 0.23 -1.74 -3.09
H14 1.60 -2.18 -2.01
H15 0.14 -2.03 -1.17
H16 2.56 1.32 -1.60
H17 2.48 1.10 0.22
H18 2.86 -0.18 -0.93

Record 4
This record from the OMol25 dataset describes the molecule C2H3ClN2O. The level of theory is ωB97M-V with the def2-TZVPD basis set.

Computed properties:
Largest force on an atom: 0.1248 Eh/bohr
SMILES string: COC1=NN1Cl
2S+1: 1
Kohn-Sham gap: 10.07 eV
Electronic energy: -19667.985 eV

Geometry (Å):
C1 0.62 -0.38 1.13
O1 -0.74 -0.57 0.68
C2 -0.96 -0.21 -0.52
N1 -1.73 -0.07 -1.48
N2 -0.25 0.35 -1.60
Cl1 0.04 2.15 -1.69
H1 0.97 0.55 1.19
H2 1.22 -0.86 0.21
H3 0.83 -0.96 2.07

Record 5
This record from the OMol25 dataset describes the molecule C5H13NOS2. The level of theory is ωB97M-V with the def2-TZVPD basis set.

Computed properties:
Largest force on an atom: 0.0703 Eh/bohr
2S+1: 1
Kohn-Sham gap: 9.80 eV
Electronic energy: -30602.090 eV

Geometry (Å):
C1 -3.27 0.77 0.10
C2 -0.99 -0.62 0.35
C3 -0.07 0.39 -0.43
C4 1.35 0.21 -0.02
C5 2.11 -0.97 -0.70
H1 -4.36 0.98 -0.24
H2 -2.53 1.58 -0.20
H3 -3.29 0.80 1.22
H4 -1.04 -0.36 1.44
H5 -0.44 -1.60 0.34
H6 -0.37 1.48 -0.19
H7 -0.13 0.23 -1.51
H8 1.40 -0.09 1.07
H9 1.34 2.26 0.09
H10 2.86 1.51 0.33
H11 2.36 -0.93 -1.84
H12 1.54 -1.89 -0.50
H13 3.47 -1.17 1.37
N1 1.99 1.45 -0.26
O1 -3.20 -2.02 0.14
S1 -2.56 -0.83 -0.53
S2 3.81 -1.20 -0.01

Record 6
This record from the OMol25 dataset describes a structure of composition C3H6NO2. The level of theory is ωB97M-V with the def2-TZVPD basis set.

Computed properties:
Largest force on an atom: 0.0190 Eh/bohr
2S+1: 1
Kohn-Sham gap: 7.90 eV
Charge: -1
Electronic energy: -8793.508 eV

Geometry (Å):
O1 0.75 -1.30 0.79
C1 0.95 -0.34 0.03
N1 0.02 0.49 -0.43
C2 -1.81 0.18 0.14
O2 -2.60 1.12 -0.04
C3 2.42 -0.01 -0.34
H1 0.29 0.95 -1.29
H2 -1.91 -0.69 -0.53
H3 -1.40 -0.02 1.14
H4 2.74 -0.54 -1.24
H5 3.04 -0.36 0.48
H6 2.55 1.06 -0.46

Record 7
This record from the OMol25 dataset describes a structure of composition C4H7NO. The level of theory is ωB97M-V with the def2-TZVPD basis set.

Computed properties:
Largest force on an atom: 0.1097 Eh/bohr
2S+1: 1
Kohn-Sham gap: 8.91 eV
Electronic energy: -7793.348 eV

Geometry (Å):
C1 -1.13 0.10 -0.13
C2 -2.10 0.98 0.14
C3 -0.71 -1.25 0.23
C4 0.27 0.17 -0.70
N1 2.40 -0.12 0.15
O1 1.14 0.56 0.22
H1 -2.00 1.99 -0.26
H2 -2.87 0.86 0.88
H3 -0.16 -1.36 1.10
H4 -1.01 -2.01 -0.36
H5 0.39 -0.14 -1.72
H6 2.94 -0.19 1.01
H7 2.85 0.41 -0.57

Record 8
This record from the OMol25 dataset describes a cluster of 5 separate species, C34H68BF4N2O20P2S in total. The level of theory is ωB97M-V with the def2-TZVPD basis set.

Computed properties:
Largest force on an atom: 0.0235 Eh/bohr
2S+1: 1
Kohn-Sham gap: 7.57 eV
Charge: -1
Electronic energy: -121256.428 eV

Geometry (Å):
C1 -5.19 -2.86 0.72
C2 -4.76 -1.52 1.32
O1 -4.12 -0.71 0.33
B1 -2.83 -0.27 0.61
O2 -2.57 0.27 1.84
C3 -1.62 -0.58 -0.43
C4 -1.67 -2.14 -0.63
C5 -0.77 -2.90 0.33
O3 -1.20 -2.82 1.67
C6 -0.77 -4.37 -0.07
F1 -2.00 -4.92 -0.15
F2 -0.16 -4.58 -1.25
F3 -0.10 -5.11 0.83
O4 -0.44 -0.32 0.32
P1 0.66 0.83 -0.30
N1 1.50 -0.46 -1.22
N2 -0.09 2.11 0.73
C7 1.92 2.09 -0.93
C8 3.06 1.68 -1.86
C9 3.89 2.94 -2.21
C10 5.25 2.62 -2.76
O5 5.70 1.53 -3.00
O6 5.98 3.74 -3.02
S1 1.94 0.29 1.55
O7 1.43 0.76 2.81
O8 3.34 0.55 1.27
F4 1.87 -1.32 1.66
O9 -0.44 1.19 -1.57
C11 -1.52 0.28 -1.77
C12 -1.19 -0.56 -3.03
C13 -1.19 0.11 -4.41
C14 -0.06 1.13 -4.66
C15 -0.52 2.57 -4.61
O10 0.63 3.42 -4.89
C16 0.37 4.73 -4.65
C17 0.61 5.20 -3.24
O11 0.01 5.48 -5.52
P2 -2.88 1.51 -2.22
C18 -2.92 2.63 -0.78
O12 -4.33 0.72 -2.02
H1 -4.73 -3.71 1.23
H2 -4.87 -2.90 -0.32
H3 -6.27 -2.98 0.73
H4 -4.12 -1.65 2.20
H5 -5.65 -0.98 1.66
H6 -2.77 1.21 1.91
H7 -1.44 -2.45 -1.64
H8 -2.69 -2.51 -0.43
H9 0.27 -2.59 0.26
H10 -2.15 -3.00 1.69
H11 2.33 -0.81 -0.77
H12 0.90 -1.26 -1.37
H13 -0.40 2.81 0.07
H14 0.59 2.58 1.32
H15 2.40 2.58 -0.07
H16 1.35 2.87 -1.44
H17 2.69 1.28 -2.80
H18 3.74 0.98 -1.38
H19 3.99 3.59 -1.34
H20 3.37 3.51 -2.98
H21 6.77 3.41 -3.49
H22 -1.91 -1.38 -3.08
H23 -0.21 -1.02 -2.91
H24 -2.17 0.50 -4.70
H25 -1.00 -0.72 -5.11
H26 0.33 0.97 -5.67
H27 0.74 0.95 -3.95
H28 -1.25 2.76 -5.41
H29 -0.93 2.86 -3.64
H30 1.62 5.59 -3.17
H31 -0.11 5.98 -3.01
H32 0.52 4.39 -2.52
H33 -2.49 2.23 0.14
H34 -3.95 2.93 -0.59
H35 -2.36 3.53 -1.04
H36 -4.22 -0.24 -2.02
O13 -3.30 -7.31 5.80
C19 -2.43 -7.75 5.10
O14 -2.24 -7.20 3.89
C20 -1.12 -7.50 3.05
C21 -1.36 -8.72 2.19
C22 -1.59 -8.92 5.53
H37 -0.21 -7.58 3.65
H38 -1.00 -6.62 2.43
H39 -1.49 -9.62 2.79
H40 -0.51 -8.87 1.52
H41 -2.26 -8.58 1.59
H42 -2.13 -9.84 5.30
H43 -1.44 -8.86 6.60
H44 -0.60 -8.96 5.06
O15 2.10 -6.04 7.78
C23 1.21 -5.24 7.74
O16 0.09 -5.55 7.07
C24 -1.10 -4.76 7.11
C25 -1.07 -3.63 6.09
C26 1.35 -3.86 8.35
H45 -1.29 -4.40 8.12
H46 -1.90 -5.45 6.86
H47 -0.27 -2.92 6.30
H48 -2.02 -3.09 6.10
H49 -0.90 -4.03 5.09
H50 1.86 -3.22 7.63
H51 1.97 -3.95 9.24
H52 0.41 -3.40 8.63
O17 7.29 2.59 -7.31
C27 8.28 3.09 -6.86
O18 8.17 4.23 -6.15
C28 9.26 4.82 -5.44
C29 10.10 5.71 -6.33
C30 9.66 2.52 -7.14
H53 9.86 4.06 -4.94
H54 8.79 5.42 -4.66
H55 10.57 5.14 -7.14
H56 10.89 6.20 -5.76
H57 9.47 6.48 -6.79
H58 10.00 2.90 -8.10
H59 9.57 1.44 -7.20
H60 10.40 2.76 -6.38
O19 -3.81 5.36 0.43
C31 -4.58 5.32 1.35
O20 -5.84 4.88 1.12
C32 -6.77 4.61 2.17
C33 -7.52 5.86 2.60
C34 -4.20 5.80 2.73
H61 -6.28 4.12 3.01
H62 -7.46 3.89 1.74
H63 -6.84 6.61 3.02
H64 -8.26 5.61 3.35
H65 -8.02 6.31 1.74
H66 -4.34 6.88 2.78
H67 -3.14 5.58 2.88
H68 -4.76 5.34 3.54